71
Properties=species:S:1:pos:R:3:mulliken_charge:R:1 method="wB97M-V/def2-TZVPD" charge=0 lumo_energy_ev=-0.39 homo_energy_ev=-7.6
Cd -2.1848 0.5470 -1.6286 2.022
Cd -0.5760 -1.9254 -2.2574 1.005
C -3.4122 -2.8389 1.1331 -1.150
C -2.8407 -2.1944 -0.0958 0.733
O -3.1653 -0.9936 -0.3150 -0.569
O -2.0284 -2.8554 -0.8095 -0.716
H -3.3798 -2.1366 1.9641 0.249
H -2.9267 -3.7778 1.3854 0.341
H -4.4704 -3.0622 0.9722 0.330
C -0.0324 4.0457 -2.7684 -0.417
C -0.6018 2.9217 -3.6374 0.306
O -0.5404 3.0415 -4.8548 -0.710
O -1.1188 1.9212 -3.0210 -0.976
H 1.0360 4.0937 -2.9736 0.119
H -0.1931 3.7876 -1.7241 -0.034
H -0.5477 4.9605 -3.0452 0.286
O -0.2624 -0.2286 -1.0638 -0.483
H 0.2432 -0.4003 -0.2617 -0.062
O -2.2105 -0.8267 -3.2122 -0.940
H -2.8805 -1.4089 -2.8201 0.287
C -4.1890 3.2389 0.7598 -1.592
C -2.8198 2.7522 1.1731 0.424
C -2.7767 1.6362 2.1596 -0.164
O -3.2769 2.0776 3.4188 -0.394
C -3.6037 1.0257 4.2658 -0.727
N -2.0835 2.2992 -0.0415 -0.436
H -4.7779 2.4174 0.3353 0.292
H -4.1186 3.9554 -0.0620 0.406
H -4.7231 3.7091 1.5823 0.365
H -2.2602 3.6287 1.5268 0.315
H -1.7590 1.2348 2.2937 0.118
H -3.3557 0.7688 1.8007 0.166
H -4.4073 0.3882 3.8764 0.311
H -3.9603 1.4689 5.1991 0.265
H -2.7416 0.3979 4.5348 0.285
H -1.8073 3.1051 -0.5991 0.086
H -1.1476 1.9723 0.2243 0.549
C 2.7750 -2.0393 -0.9345 -1.472
C 2.2851 -3.3767 -1.4311 0.262
C 2.8526 -4.5268 -0.6352 -0.834
O 2.1908 -5.7042 -1.0333 -0.300
C 2.6990 -6.8551 -0.3966 -0.765
N 0.7711 -3.3973 -1.3223 -0.422
H 2.3900 -1.8356 0.0724 0.231
H 2.5186 -1.2178 -1.6008 0.301
H 3.8590 -2.0217 -0.7792 0.531
H 2.5334 -3.5646 -2.4762 0.369
H 2.7603 -4.3918 0.4549 0.404
H 3.9335 -4.5805 -0.8461 0.440
H 3.6876 -7.0748 -0.8036 0.290
H 1.9896 -7.6565 -0.5910 0.252
H 2.7272 -6.7370 0.6919 0.331
H 0.5286 -4.3253 -1.6716 0.341
H 0.5679 -3.4406 -0.3255 0.297
C 1.7434 1.2137 2.4764 -1.162
C 2.0994 2.1939 1.3562 0.295
C 3.5114 1.8142 0.8590 -0.580
O 4.1127 2.8366 0.0899 -0.445
C 3.8597 2.8275 -1.2998 -0.578
N 1.0762 2.1331 0.3179 0.080
H 1.8485 0.1857 2.1141 0.134
H 0.7102 1.3760 2.7904 0.211
H 2.3727 1.3539 3.3541 0.481
H 2.1992 3.2168 1.7243 0.373
H 3.4038 0.8928 0.2672 0.197
H 4.1472 1.6913 1.7355 0.417
H 4.7983 2.8868 -1.8497 0.306
H 3.1853 3.6480 -1.5558 0.235
H 3.3731 1.8959 -1.6226 0.210
H 0.9763 1.1897 -0.0474 -0.334
H 1.4142 2.6432 -0.4962 0.012

---

97
Properties=species:S:1:pos:R:3:mulliken_charge:R:1 method="wB97M-V/def2-TZVPD" charge=0 lumo_energy_ev=0.36 homo_energy_ev=-8.4
C -4.7689 -1.6357 -2.7241 -1.229
C -4.1631 -0.2333 -2.4725 0.124
O -3.3032 0.2023 -3.5095 -0.455
C -2.0450 -0.4228 -3.4913 -1.213
C -0.9316 0.3586 -2.7458 2.182
C -1.3232 1.2447 -1.5605 0.581
C -2.1776 2.4519 -1.9781 -1.896
C -0.1179 1.7584 -0.7382 -0.066
C 0.4767 3.1052 -1.2153 -1.830
O -0.3976 1.2502 -3.7830 -0.439
C 0.9340 1.2690 -3.8596 0.179
O 1.4895 1.9643 -4.5795 -0.618
C 1.5512 0.2730 -2.8576 -0.287
C 0.2926 -0.5435 -2.5291 -1.038
Br 0.4850 -2.0553 -3.8579 0.008
P 0.2687 -1.4525 -0.8427 0.683
O -0.1295 -3.0327 -1.1902 -0.464
Cl 2.2368 -1.4652 -0.2036 -0.327
H -5.8449 -1.5656 -2.6597 0.388
H -4.4584 -2.0231 -3.6844 0.325
H -4.4405 -2.2935 -1.9244 0.225
H -4.9932 0.4660 -2.4694 0.422
H -3.7130 -0.1615 -1.4833 0.056
H -1.7222 -0.4932 -4.5176 0.440
H -2.1339 -1.4149 -3.0426 0.413
H -1.9172 0.6379 -0.8811 0.237
H -1.7494 3.0047 -2.7997 0.466
H -3.1904 2.1435 -2.1945 0.414
H -2.2463 3.0937 -1.1066 0.404
H 0.6839 1.0307 -0.6214 -0.669
H -0.4875 1.9490 0.2615 0.562
H 1.5013 3.2406 -0.8725 0.413
H 0.4261 3.2374 -2.2874 0.443
H -0.1124 3.8846 -0.7528 0.294
H 2.0194 0.7617 -2.0230 0.220
H 2.2182 -0.2944 -3.4852 0.732
H -1.0927 -2.9765 -1.3167 0.307
C 1.9307 2.1120 2.5811 -0.896
S 0.3771 1.6773 3.3832 0.709
O -0.7203 2.1869 2.5107 -0.729
C 0.5496 2.8329 4.7469 -1.038
H 2.0115 1.5290 1.6646 0.109
H 1.9410 3.1761 2.3391 0.319
H 2.7604 1.8658 3.2440 0.447
H 0.6493 3.8474 4.3573 0.379
H 1.4214 2.5624 5.3396 0.367
H -0.3432 2.7622 5.3634 0.268
C -1.9098 -0.3914 6.8404 -0.906
S -0.1332 -0.3756 7.1160 0.361
O 0.5072 0.0342 5.8328 -0.460
C 0.0583 -2.1540 7.2424 -0.879
H -2.2402 0.6345 6.6874 0.303
H -2.1401 -0.9847 5.9550 0.256
H -2.4076 -0.8068 7.7166 0.397
H -0.2998 -2.6293 6.3298 0.195
H -0.4980 -2.5229 8.1043 0.471
H 1.1152 -2.3756 7.3726 0.278
C 5.2682 -2.0212 -7.0252 -0.913
S 5.0881 -0.7819 -5.7336 0.459
O 4.9735 -1.5067 -4.4402 -0.594
C 3.4331 -0.2647 -6.1950 -0.549
H 6.2335 -2.5070 -6.8963 0.332
H 4.4718 -2.7610 -6.9394 0.276
H 5.2324 -1.5358 -8.0008 0.339
H 2.7567 -1.1203 -6.1629 0.223
H 3.4483 0.1686 -7.1954 0.482
H 3.1025 0.4899 -5.4839 -0.021
C 2.8478 -3.4957 4.0773 -0.928
S 2.3621 -5.0588 4.8214 0.507
O 1.7742 -4.7468 6.1515 -0.602
C 4.0313 -5.6627 5.1069 -0.968
H 1.9444 -2.9299 3.8550 0.291
H 3.4683 -2.9325 4.7748 0.331
H 3.3930 -3.6879 3.1528 0.393
H 4.5747 -4.9582 5.7370 0.295
H 4.5395 -5.7876 4.1506 0.357
H 3.9616 -6.6250 5.6101 0.328
C -1.6161 -4.1006 1.7349 -0.719
S -3.1097 -4.2306 0.7430 0.601
O -3.9445 -3.0374 1.0378 -0.635
C -3.8217 -5.6113 1.6471 -1.056
H -1.0356 -3.2583 1.3642 0.050
H -1.8831 -3.9317 2.7787 0.363
H -1.0326 -5.0161 1.6342 0.386
H -3.9436 -5.3384 2.6954 0.308
H -3.1704 -6.4807 1.5538 0.356
H -4.7932 -5.8362 1.2115 0.346
C -0.6405 8.1836 -3.4706 -1.016
S -0.1344 6.8613 -2.3614 0.487
O -0.8431 5.6329 -2.7945 -0.491
C -0.9960 7.4909 -0.9130 -0.973
H -0.2402 7.9664 -4.4588 0.327
H -1.7289 8.2283 -3.5182 0.301
H -0.2365 9.1317 -3.1142 0.391
H -2.0612 7.5803 -1.1280 0.307
H -0.5814 8.4610 -0.6373 0.398
H -0.8455 6.7859 -0.0975 0.294

---

65
Properties=species:S:1:pos:R:3:lowdin_spin:R:1 method="wB97M-V/def2-TZVPD" charge=+2 lumo_energy_ev="-7.95 / -7.55" homo_energy_ev="-13.4 / -13.5" spin_multiplicity=4 s2=3.889
Mn -1.0147 2.0041 0.1179 2.657
Cl 4.8821 3.2082 -2.6193 0.012
C 3.6380 2.8021 -1.5267 0.035
C 3.9649 2.3616 -0.2191 0.046
Cl 5.5960 2.2703 0.2599 0.018
C 2.9680 1.9957 0.6786 0.002
Cl 3.3099 1.4686 2.2703 -0.002
C 1.6410 2.0975 0.2685 0.058
O 0.5759 1.7699 0.9629 0.102
C 1.3080 2.5927 -1.0214 0.053
O 0.0128 2.6658 -1.2150 0.131
C 2.3139 2.9146 -1.9338 0.010
Cl 1.8820 3.4178 -3.5077 0.002
C -4.1562 4.6577 -0.7820 0.002
S -3.0709 3.5956 -1.7492 0.009
C -4.3236 2.7674 -2.7322 0.000
O -2.6598 2.5117 -0.7244 0.049
H -4.5393 5.4412 -1.4356 0.000
H -3.5623 5.1036 0.0130 0.000
H -4.9696 4.0646 -0.3696 0.000
H -4.8011 3.5179 -3.3622 0.000
H -5.0522 2.3001 -2.0724 0.000
H -3.8310 2.0263 -3.3585 0.000
C -2.7452 1.0245 4.2844 0.000
O -2.1062 0.0255 3.4526 0.004
C -1.6461 0.3504 2.3032 0.006
O -1.9117 1.4515 1.7589 0.013
C -0.8935 -0.6699 1.5427 -0.009
C 0.0517 -1.4687 2.0474 -0.006
As 0.9599 -2.9404 1.1346 -0.015
C 2.8015 -2.3060 1.4488 -0.003
C 0.9078 -2.3618 -0.7664 -0.010
C 0.1802 -1.3655 -1.2864 -0.012
As -1.1307 -0.2798 -0.3475 -0.105
C -2.8483 -1.1105 -0.7130 -0.017
C -0.0087 -0.7638 -2.6537 -0.002
O -0.8994 0.0825 -2.7072 -0.019
O 0.7581 -1.0957 -3.6340 -0.002
C 0.5695 -0.4447 -4.9093 0.000
C 1.8020 -3.3070 -1.5644 -0.002
O 2.2283 -3.1579 -2.6674 -0.002
O 2.0741 -4.3668 -0.7957 -0.001
C 2.9162 -5.3839 -1.3787 0.000
C 0.4806 -1.3662 3.4903 -0.001
O 0.6996 -0.3275 4.0496 -0.001
O 0.7071 -2.5819 3.9811 0.000
C 1.1155 -2.6682 5.3657 0.000
H -2.6066 0.6872 5.3053 0.000
H -3.8049 1.0675 4.0441 0.000
H -2.2791 1.9948 4.1394 0.000
H 3.0135 -2.3592 2.5149 0.000
H 2.9138 -1.2828 1.0993 0.000
H 3.4945 -2.9594 0.9254 0.000
H -2.7905 -2.1548 -0.4147 -0.004
H -3.0912 -1.0190 -1.7672 0.000
H -3.6028 -0.5956 -0.1187 0.000
H 1.5255 -0.5055 -5.4168 0.000
H 0.2614 0.5882 -4.7706 0.000
H -0.1851 -0.9832 -5.4788 0.000
H 3.1874 -6.0492 -0.5668 0.000
H 3.7981 -4.9309 -1.8251 0.000
H 2.3627 -5.9216 -2.1455 0.000
H 1.6126 -3.6245 5.4828 0.000
H 0.2326 -2.6263 6.0005 0.000
H 1.7841 -1.8489 5.6147 0.000

---

13
Properties=species:S:1:pos:R:3:mulliken_charge:R:1 method="wB97M-V/def2-TZVPD" charge=0 lumo_energy_ev=0.22 homo_energy_ev=-8.7
C 1.2392 -0.2926 -0.0337 -0.660
C 0.7016 -0.3208 1.3758 -0.018
C -0.3298 1.5252 -0.8080 -0.817
C 0.0036 0.1106 -0.8446 0.316
C -1.1767 -0.1707 0.2040 -0.633
N -0.5597 -0.2947 1.5117 -0.556
H 1.5928 -1.2967 -0.3046 0.298
H 2.0703 0.4064 -0.1619 0.297
H 1.3439 -0.3852 2.2539 0.406
H -1.1094 1.6937 -1.5776 0.227
H -0.1470 -0.4669 -1.7640 0.429
H -1.6671 -1.1061 -0.0891 0.321
H -1.9617 0.5979 0.2381 0.389